Entry 1:
Below is a molecular structure, C4H3HgLiO2, with properties calculated with wB97M-V/def2-TZVPD.

Geometry as ORCA input:
```
! RIJCOSX wB97M-V def2-TZVPD def2/J DEFGRID3
* xyz 0 3
Hg 2.78507 0.33259 0.83138
O 0.71152 -0.92627 -0.27704
C -0.59889 -0.98085 0.27509
H -1.33199 -1.39139 -0.44247
H -0.74030 -1.50425 1.23666
C -1.34983 1.63552 -0.05527
C -0.76842 0.51611 0.43260
C 0.28556 1.05641 -0.37789
O 1.34482 1.67737 -0.35615
Li 2.03024 -2.07163 -0.79896
H -2.36778 1.65639 -0.46795
*
```

Expectation value of S²: 2.05
Strongest force on any atom, eV Å⁻¹: 4.1
ΔE to the lowest compared entry with this formula, charge and spin, eV: 2.739
HOMO-LUMO gap (alpha / beta), eV: 5.0 / 6.3
LUMO (alpha / beta), Eh: -0.0302 / -0.0495

=====

Entry 2:
Below is C7H10N4O5 in the gas phase, with properties calculated with wB97M-V/def2-TZVPD.

Geometry as ORCA input:
```
! RIJCOSX wB97M-V def2-TZVPD def2/J DEFGRID3
* xyz 0 1
C -3.26631 -0.69358 -2.24169
C -2.12050 -0.52056 -1.28061
O -1.39718 0.49680 -1.37803
O -1.94510 -1.54978 -0.38556
N -0.78782 -1.37967 0.46508
C -0.86470 -1.07867 1.79972
O -1.93216 -1.07161 2.40774
C 0.41533 -0.54712 2.51104
N 1.32295 0.19800 1.62071
C 1.01996 1.58591 1.25015
C 1.47537 1.61063 -0.22066
C 2.17077 0.31110 -0.35620
N 2.83885 -0.04301 -1.55916
O 2.95849 0.83971 -2.42371
O 3.21539 -1.20984 -1.74269
N 2.02635 -0.46997 0.69624
H -2.87988 -0.92330 -3.21892
H -3.82019 0.26930 -2.29714
H -3.93358 -1.45756 -1.89652
H 0.13513 -1.24634 0.07096
H 0.11374 0.05041 3.38251
H 0.97681 -1.42193 2.90948
H -0.03691 1.86590 1.29448
H 1.55830 2.26631 1.89954
H 0.58741 1.68597 -0.86733
H 2.16947 2.43291 -0.43941
*
```

Strongest force on any atom, eV Å⁻¹: 4.1
HOMO-LUMO gap, eV: 8.1
LUMO, Eh: -0.0373

=====

Entry 3:
Below is a molecular structure, C2H4Br2S2, with properties calculated with wB97M-V/def2-TZVPD.

Geometry as ORCA input:
```
! RIJCOSX wB97M-V def2-TZVPD def2/J DEFGRID3
* xyz 0 1
C -1.27955 0.51292 0.98501
C 0.52749 0.31409 -1.74601
S 0.70757 -1.10708 2.63702
S -0.88963 -1.07744 1.30155
Br 0.69471 -1.53768 -2.01182
Br 2.00509 1.30994 -2.20048
H -2.37922 0.59851 0.79251
H -0.62421 1.22447 0.69858
H -0.44807 0.64164 -2.13509
H 1.68582 -0.87937 1.67875
*
```

Strongest force on any atom, eV Å⁻¹: 4.0
ΔE to the lowest compared entry with this formula, charge and spin, eV: 3.080
HOMO-LUMO gap (alpha / beta), eV: 6.8 / 8.3
LUMO (alpha / beta), Eh: -0.0360 / -0.0197

=====

Entry 4:
Below is 2 unconnected molecules or ions with the total composition C2H9NO, with properties calculated with wB97M-V/def2-TZVPD.

Geometry as ORCA input:
```
! RIJCOSX wB97M-V def2-TZVPD def2/J DEFGRID3
* xyz 0 1
C -1.10310 -0.97957 -1.10018
N -0.49149 -0.19148 0.00254
C 0.92214 -0.53616 0.24758
H -1.32752 -2.01909 -0.86125
H -2.02802 -0.42442 -1.33389
H -0.57689 -0.83318 -2.04187
H -1.08127 -0.47687 0.76256
H 1.05387 -1.47206 0.80879
H 1.24500 0.25326 0.91361
H 1.48414 -0.56427 -0.67943
O 0.84769 2.52060 1.36105
H 1.13658 2.40049 0.46001
H -0.08115 2.32275 1.46049
*
```

Strongest force on any atom, eV Å⁻¹: 2.0
ΔE to the lowest compared entry with this formula, charge and spin, eV: 0.749
HOMO-LUMO gap, eV: 10.2
LUMO, Eh: 0.0378

=====

Entry 5:
Below is 2 unconnected molecules or ions with the total composition C6H14O, with properties calculated with wB97M-V/def2-TZVPD.

Geometry as ORCA input:
```
! RIJCOSX wB97M-V def2-TZVPD def2/J DEFGRID3
* xyz 0 1
C -2.55366 0.14141 -1.13305
C -1.13325 -0.33617 -0.91302
C -0.50221 -0.36459 0.49542
C 0.86795 -0.08656 -0.19544
C 1.99154 0.74185 0.41430
C 0.05394 0.54289 -1.34114
H -3.28161 -0.54788 -0.68985
H -2.76639 0.20505 -2.20674
H -2.71276 1.13490 -0.69795
H -1.00599 -1.33304 -1.35539
H -0.66800 -1.28022 1.07828
H -0.83046 0.49931 1.09095
H 1.27564 -1.04559 -0.53872
H 1.61311 1.55610 1.04520
H 2.57296 1.20539 -0.39262
H 2.67806 0.12646 1.00301
H -0.15801 1.59586 -1.10626
H 0.43906 0.47223 -2.36285
O 1.57622 -1.40203 2.70876
H 0.76038 -1.34434 2.19683
H 1.78350 -0.48105 2.90027
*
```

Strongest force on any atom, eV Å⁻¹: 0.2
ΔE to the lowest compared entry with this formula, charge and spin, eV: 0.956
HOMO-LUMO gap, eV: 11.7
LUMO, Eh: 0.0356

=====

Entry 6:
Below is a molecular structure, CH5NdO3, with properties calculated with wB97M-V/def2-TZVPD.

Geometry as ORCA input:
```
! RIJCOSX wB97M-V def2-TZVPD def2/J DEFGRID3
* xyz 3 5
O 0.03070 -1.47867 -1.98356
Nd -0.43953 0.86742 -1.42280
O -1.10589 -2.17734 -2.41743
H -0.87120 -2.40677 -3.33258
O 0.49469 0.90214 0.92135
H 0.52986 -2.06825 -1.34654
C 0.32446 1.50371 2.11207
H -0.48252 2.24348 2.15629
H 0.20868 0.69615 2.87837
H 1.31075 1.91814 2.43484
*
```

Expectation value of S²: 6.02
Strongest force on any atom, eV Å⁻¹: 2.4
HOMO-LUMO gap (alpha / beta), eV: 6.2 / 7.8
LUMO (alpha / beta), Eh: -0.6891 / -0.6143

=====

Entry 7:
Below is a molecular structure, C30H49Br2Cl2N6NdOS6, with properties calculated with wB97M-V/def2-TZVPD.

Geometry as ORCA input:
```
! RIJCOSX wB97M-V def2-TZVPD def2/J DEFGRID3
* xyz -2 4
Nd 2.10909 -0.38047 0.01995
C 4.90953 -4.60910 -1.00284
C 4.25780 -3.24558 -1.09691
S 4.12332 -2.37974 0.43592
C 3.90058 -2.76002 -2.29944
C 4.16153 -3.56923 -3.55265
S 3.17410 -1.17184 -2.56532
H 4.95872 -4.93321 0.03530
H 5.93327 -4.59318 -1.39521
H 4.36067 -5.36560 -1.57165
H 5.23116 -3.75347 -3.70442
H 3.78475 -3.04164 -4.42823
H 3.67509 -4.55024 -3.51536
N 0.78470 2.06272 0.65449
N 1.39812 3.29942 0.93161
C 1.38089 3.92294 2.09964
N 2.31071 4.94350 2.20586
S 0.33035 3.57964 3.36740
H 0.13459 2.20283 -0.15355
H 0.12122 1.86417 1.41289
H 2.09422 3.55478 0.24766
H 3.18849 4.76180 1.73792
H 2.43337 5.22524 3.16620
O 0.97343 -2.49548 -0.43942
S -0.40645 -2.64520 -1.09877
C -0.15682 -4.08103 -2.17867
C -1.23261 -3.85733 -3.23027
C -1.05899 -2.40208 -3.71549
C -0.41107 -1.60214 -2.57537
H -0.29128 -4.99232 -1.59710
H 0.86162 -4.02852 -2.56695
H -2.21321 -3.96493 -2.75623
H -1.18860 -4.58350 -4.04391
H -2.01086 -1.96771 -4.02039
H -0.39223 -2.37416 -4.57926
H -0.89099 -0.64831 -2.33812
H 0.65542 -1.43522 -2.76463
Cl 5.01676 1.75903 -1.94139
C 3.66531 2.01754 -3.02846
Cl 2.06127 1.98848 -2.22735
H 3.65311 1.20774 -3.75086
H 3.75945 3.00018 -3.47745
Br -1.20618 0.25576 5.49330
C -0.09570 -0.81105 4.39140
C -0.10345 -2.18861 4.51457
C 0.72769 -2.92040 3.68620
C 1.51931 -2.23182 2.77855
N 1.49828 -0.90869 2.64343
C 0.69896 -0.19748 3.43960
H -0.75065 -2.66844 5.23762
H 0.76752 -3.99920 3.73123
H 2.19455 -2.76267 2.11298
H 0.69388 0.88052 3.32370
C -4.98402 3.57149 0.03624
C -4.73637 3.56357 1.54361
C -4.48994 2.15347 2.09453
C -2.99860 1.81607 2.21997
N -2.17299 1.97185 1.04758
C -2.13131 0.95488 0.00204
S -1.57457 1.76427 -1.53006
N -3.46156 0.32262 -0.14329
C -3.59492 -0.63856 -1.23070
C -4.34219 -0.05440 -2.42679
C -5.80950 0.24137 -2.12572
C -6.68290 -1.00758 -2.05446
H -5.00854 4.58916 -0.36227
H -5.94231 3.09858 -0.19415
H -4.20914 3.01644 -0.49589
H -5.59124 4.02022 2.05471
H -3.87491 4.19881 1.77744
H -4.98839 1.43154 1.44513
H -4.92732 2.05507 3.09503
H -2.86569 0.79763 2.60050
H -2.57285 2.47436 2.98738
H -2.22803 2.88662 0.61704
H -3.61264 -0.17559 0.72613
H -4.14967 -1.50290 -0.84410
H -2.61962 -1.02100 -1.54151
H -4.26934 -0.75398 -3.27111
H -3.82422 0.86266 -2.71432
H -6.21446 0.91829 -2.88521
H -5.85111 0.78097 -1.17597
H -6.64604 -1.56265 -2.99652
H -7.72856 -0.76234 -1.85235
H -6.35111 -1.68461 -1.26538
Br 7.26889 2.96170 4.10507
C 5.88539 2.21456 3.01473
C 5.46126 0.91834 3.23513
C 4.45722 0.39842 2.42026
C 3.82618 1.10074 1.37855
C 4.33314 2.39888 1.21810
C 5.33517 2.97290 1.99965
H 5.90814 0.31942 4.01853
H 4.16687 -0.62812 2.62674
H 3.97722 3.02076 0.39633
H 5.69390 3.97843 1.80999
S -0.95304 -0.38908 0.58768
*
```

Expectation value of S²: 3.75
Strongest force on any atom, eV Å⁻¹: 0.7
ΔE to the lowest compared entry with this formula, charge and spin, eV: 0.000
HOMO-LUMO gap (alpha / beta), eV: 5.3 / 5.3
LUMO (alpha / beta), Eh: 0.1433 / 0.1433